A) Here is a molecular structure, C20H30BClNO5Ti from the OMol25 dataset. Energies are from ωB97M-V with the def2-TZVPD basis set.

ORCA input file:
```
! RIJCOSX wB97M-V def2-TZVPD def2/J DEFGRID3
* xyz 0 2
Ti -0.473 0.038 -1.742
O -1.260 -0.662 -3.899
C -1.000 -2.060 -3.827
C 0.416 -2.213 -3.343
C 1.286 -3.142 -3.862
C 2.578 -3.248 -3.349
C 2.936 -2.357 -2.328
C 2.025 -1.454 -1.854
N 0.742 -1.356 -2.323
H -2.214 -0.519 -3.982
H -1.134 -2.526 -4.814
H -1.684 -2.543 -3.107
H 0.959 -3.797 -4.655
H 3.280 -3.972 -3.727
H 3.931 -2.382 -1.906
H 2.298 -0.760 -1.068
C 0.402 2.547 2.278
C 0.929 2.793 0.869
C 0.843 4.285 0.531
O 0.086 2.093 -0.059
B 0.851 1.518 -1.057
O 2.189 1.677 -0.768
C 2.338 2.179 0.566
C 2.659 0.963 1.451
C 3.499 3.168 0.625
H -0.594 2.977 2.358
H 1.052 3.011 3.017
H 0.317 1.481 2.468
H -0.204 4.577 0.556
H 1.215 4.465 -0.475
H 1.400 4.889 1.243
H 1.863 0.219 1.370
H 2.787 1.260 2.488
H 3.583 0.507 1.099
H 3.391 3.955 -0.115
H 4.430 2.642 0.425
H 3.560 3.614 1.614
Cl -3.188 -0.907 -1.529
C -3.555 0.651 -0.800
C -2.668 1.767 -1.451
O -2.973 2.919 -1.244
O -1.722 1.327 -2.180
H -3.325 0.588 0.267
H -4.608 0.880 -0.959
C -3.270 -2.107 2.177
C -1.759 -1.867 2.310
C -1.474 -0.845 3.420
C -1.055 -3.195 2.617
C -1.216 -1.331 1.058
C -0.701 -0.902 0.045
H -3.651 -2.589 3.077
H -3.481 -2.749 1.324
H -3.809 -1.172 2.036
H -1.946 -1.142 4.355
H -1.844 0.139 3.135
H -0.400 -0.765 3.579
H -1.368 -3.581 3.585
H 0.023 -3.052 2.625
H -1.291 -3.931 1.852
*
```

E_HOMO (spin up / spin down) (Ha): -0.2326 / -0.3066
Expectation value of S²: 0.772
LUMO energy (spin up / spin down) (eV): 0.022 / -0.202

***

B) Here is a molecular structure, C20H30BClNO5Ti from the OMol25 dataset. Energies are from ωB97M-V with the def2-TZVPD basis set.

ORCA input file:
```
! RIJCOSX wB97M-V def2-TZVPD def2/J DEFGRID3
* xyz 0 2
Ti 0.245 -0.099 0.607
O -0.537 1.379 -1.377
C -1.239 0.294 -1.994
C -0.203 -0.764 -2.208
C 0.020 -1.355 -3.431
C 1.040 -2.287 -3.572
C 1.813 -2.570 -2.452
C 1.543 -1.945 -1.257
N 0.546 -1.036 -1.107
H -1.163 2.059 -1.111
H -1.675 0.596 -2.948
H -2.028 -0.076 -1.329
H -0.596 -1.081 -4.277
H 1.235 -2.761 -4.523
H 2.629 -3.277 -2.503
H 2.139 -2.171 -0.381
C -3.682 -3.651 -0.352
C -2.869 -3.114 0.815
C -3.752 -2.967 2.052
O -2.391 -1.792 0.478
B -1.116 -1.631 0.993
O -0.644 -2.838 1.498
C -1.548 -3.893 1.104
C -0.953 -4.538 -0.148
C -1.640 -4.921 2.218
H -4.587 -3.053 -0.459
H -3.966 -4.688 -0.168
H -3.116 -3.590 -1.280
H -4.555 -2.266 1.824
H -3.171 -2.558 2.880
H -4.189 -3.921 2.348
H -0.903 -3.816 -0.965
H -1.534 -5.405 -0.465
H 0.064 -4.858 0.082
H -1.911 -4.456 3.164
H -0.670 -5.406 2.336
H -2.380 -5.683 1.966
Cl 0.344 -0.304 3.628
C 1.560 -1.577 3.399
C 2.255 -1.429 2.035
O 3.047 -2.284 1.700
O 1.930 -0.380 1.335
H 1.058 -2.539 3.417
H 2.293 -1.522 4.198
C -3.290 2.720 3.512
C -2.180 3.367 2.671
C -2.793 4.404 1.723
C -1.160 4.045 3.600
C -1.476 2.320 1.915
C -0.836 1.454 1.345
H -3.831 3.488 4.071
H -2.863 2.007 4.219
H -3.998 2.188 2.876
H -3.191 5.243 2.298
H -3.610 3.965 1.148
H -2.048 4.789 1.026
H -1.642 4.822 4.197
H -0.357 4.499 3.018
H -0.717 3.307 4.269
*
```

E_HOMO (spin up / spin down) (Ha): -0.2395 / -0.3050
Expectation value of S²: 0.764
LUMO energy (spin up / spin down) (eV): 0.111 / -0.192

***

So which one is most stable? That would be B), about 0.738 eV below the next structure.

***

A) Here is a molecular structure, C36H23AsAuClN3O4 from the OMol25 dataset. Energies are from ωB97M-V with the def2-TZVPD basis set.

ORCA input file:
```
! RIJCOSX wB97M-V def2-TZVPD def2/J DEFGRID3
* xyz 1 1
Au -0.074 -1.496 -0.094
O -4.861 -4.409 -1.733
C -4.448 -3.675 -2.752
O -4.863 -3.820 -3.869
C -3.421 -2.618 -2.464
C -3.012 -1.652 -3.380
Cl -3.592 -1.307 -4.925
N -2.093 -0.862 -2.782
N -1.866 -1.285 -1.528
C -2.663 -2.330 -1.321
C -2.611 -2.940 0.061
O -3.472 -3.726 0.406
O -1.618 -2.563 0.800
C -1.471 0.349 -3.227
C -1.439 1.414 -2.336
C -0.855 2.606 -2.736
C -0.310 2.722 -4.008
C -0.350 1.645 -4.884
C -0.935 0.448 -4.500
H -4.420 -4.169 -0.879
H -1.902 1.312 -1.359
H -0.839 3.449 -2.058
H 0.138 3.655 -4.322
H 0.079 1.733 -5.873
H -0.946 -0.401 -5.169
C 0.898 -3.206 5.414
C -0.110 -2.253 5.451
C -0.287 -1.389 4.381
C 0.563 -1.498 3.286
C 1.571 -2.454 3.234
C 1.737 -3.308 4.311
As 0.382 -0.276 1.847
C -1.015 0.984 1.895
C -2.379 0.744 1.927
C -3.233 1.841 1.939
C -2.708 3.128 1.914
C -1.333 3.350 1.881
C -0.465 2.271 1.868
C 1.023 2.332 1.818
C 1.786 3.489 1.781
C 3.169 3.398 1.690
C 3.805 2.163 1.628
C 3.058 0.995 1.663
C 1.683 1.098 1.772
H 1.028 -3.880 6.249
H -0.763 -2.185 6.310
H -1.075 -0.646 4.403
H 2.209 -2.544 2.363
H 2.515 -4.059 4.287
H -2.763 -0.269 1.935
H -4.303 1.691 1.964
H -3.380 3.975 1.921
H -0.956 4.364 1.868
H 1.314 4.462 1.820
H 3.759 4.304 1.661
H 4.882 2.112 1.546
H 3.544 0.030 1.595
N 5.878 1.057 -3.567
C 4.949 0.675 -3.010
C 3.789 0.194 -2.305
C 3.748 -1.121 -1.854
C 2.641 -1.575 -1.151
C 1.573 -0.714 -0.929
C 1.617 0.604 -1.368
C 2.722 1.057 -2.067
H 4.583 -1.781 -2.043
H 2.627 -2.596 -0.789
H 0.797 1.280 -1.181
H 2.763 2.077 -2.425
*
```

E_HOMO (Ha): -0.4475
LUMO energy (eV): -5.026

***

B) Here is a molecular structure, C36H23AsAuClN3O4 from the OMol25 dataset. Energies are from ωB97M-V with the def2-TZVPD basis set.

ORCA input file:
```
! RIJCOSX wB97M-V def2-TZVPD def2/J DEFGRID3
* xyz 1 1
Au 1.014 1.931 -0.327
O -3.112 3.516 3.746
C -3.721 3.309 2.613
O -4.914 3.425 2.483
C -2.896 2.915 1.417
C -3.431 2.780 0.131
Cl -5.065 2.979 -0.243
N -2.423 2.437 -0.720
N -1.278 2.329 -0.017
C -1.533 2.609 1.256
C -0.460 2.442 2.292
O -0.642 2.836 3.436
O 0.583 1.822 1.913
C -2.432 2.148 -2.111
C -3.588 2.219 -2.884
C -3.551 1.899 -4.231
C -2.370 1.513 -4.841
C -1.212 1.451 -4.083
C -1.245 1.759 -2.736
H -2.123 3.347 3.746
H -4.525 2.524 -2.459
H -4.461 1.957 -4.807
H -2.351 1.270 -5.893
H -0.278 1.167 -4.546
H -0.317 1.711 -2.171
C -4.279 -2.111 0.814
C -3.448 -2.127 1.922
C -2.182 -1.574 1.855
C -1.742 -1.032 0.652
C -2.585 -0.983 -0.454
C -3.853 -1.525 -0.370
As 0.111 -0.519 0.438
C 1.051 -1.338 1.889
C 1.170 -0.886 3.193
C 1.871 -1.650 4.114
C 2.441 -2.854 3.727
C 2.333 -3.304 2.420
C 1.649 -2.546 1.478
C 1.475 -2.885 0.062
C 1.968 -4.025 -0.565
C 1.756 -4.219 -1.921
C 1.042 -3.295 -2.666
C 0.532 -2.155 -2.057
C 0.739 -1.962 -0.703
H -5.257 -2.559 0.871
H -3.784 -2.577 2.843
H -1.528 -1.590 2.721
H -2.240 -0.539 -1.384
H -4.510 -1.501 -1.225
H 0.744 0.063 3.488
H 1.980 -1.300 5.128
H 2.981 -3.445 4.450
H 2.787 -4.245 2.144
H 2.515 -4.764 0.001
H 2.157 -5.099 -2.400
H 0.894 -3.453 -3.723
H -0.018 -1.428 -2.643
N 8.269 0.546 -0.322
C 7.155 0.805 -0.351
C 5.768 1.101 -0.395
C 4.848 0.056 -0.374
C 3.496 0.345 -0.399
C 3.060 1.656 -0.461
C 3.970 2.694 -0.498
C 5.330 2.421 -0.470
H 5.185 -0.970 -0.345
H 2.784 -0.475 -0.388
H 3.649 3.722 -0.556
H 6.044 3.230 -0.505
*
```

E_HOMO (spin up / spin down) (Ha): -0.4342 / -0.4342
LUMO energy (spin up / spin down) (eV): -6.914 / -6.917

***

So which one is most stable? That would be A), about 2.550 eV below the next structure.

***

A) Here is a gas-phase ion, C3H7N2S (charge +1) from the OMol25 dataset. Energies are from ωB97M-V with the def2-TZVPD basis set.

ORCA input file:
```
! RIJCOSX wB97M-V def2-TZVPD def2/J DEFGRID3
* xyz 1 3
C 0.922 1.207 -0.217
C 1.341 -0.243 -0.271
C -0.898 0.232 0.594
N -0.253 1.377 0.241
N 0.089 -0.997 0.186
S -2.809 -0.127 -0.150
H 1.502 2.014 -0.523
H 1.832 -0.422 -1.201
H 2.135 -0.524 0.408
H -1.049 0.010 1.720
H -0.291 -1.497 -0.758
H 0.099 -1.776 0.972
H -2.619 0.745 -1.000
*
```

E_HOMO (spin up / spin down) (Ha): -0.3839 / -0.5450
Expectation value of S²: 2.016
LUMO energy (spin up / spin down) (eV): -3.707 / -7.561

***

B) Here is a gas-phase ion, C3H7N2S (charge +1) from the OMol25 dataset. Energies are from ωB97M-V with the def2-TZVPD basis set.

ORCA input file:
```
! RIJCOSX wB97M-V def2-TZVPD def2/J DEFGRID3
* xyz 1 3
C 0.573 -0.665 0.548
C 0.315 0.879 0.504
C -1.568 -0.674 -0.364
N -0.384 -1.314 -0.268
N 0.955 1.442 -0.562
S -1.723 0.854 0.186
H 1.640 -0.692 0.206
H 0.426 -1.161 1.637
H 0.700 1.375 1.409
H -2.514 -1.161 -0.642
H -0.339 -2.240 -0.750
H 1.040 2.428 -0.448
H 0.880 0.929 -1.457
*
```

E_HOMO (spin up / spin down) (Ha): -0.4078 / -0.5228
Expectation value of S²: 2.008
LUMO energy (spin up / spin down) (eV): -3.654 / -8.171

***

C) Here is 2 unconnected molecules or ions with the total composition C3H7N2S from the OMol25 dataset. Energies are from ωB97M-V with the def2-TZVPD basis set.

ORCA input file:
```
! RIJCOSX wB97M-V def2-TZVPD def2/J DEFGRID3
* xyz 1 3
C -0.341 -1.448 0.578
C 0.540 0.665 0.559
C -0.241 0.366 -0.726
N 0.367 -0.580 1.242
N -0.716 -0.968 -0.609
S -1.084 1.570 -1.701
H -0.675 -2.434 0.762
H 1.561 0.786 0.528
H -0.009 1.547 1.068
H 1.966 -0.097 -1.594
H 0.610 -0.769 2.222
H -1.341 -1.244 -1.349
H -0.636 2.607 -0.980
*
```

E_HOMO (spin up / spin down) (Ha): -0.4247 / -0.5245
Expectation value of S²: 2.010
LUMO energy (spin up / spin down) (eV): -3.633 / -5.080

***

So which one is most stable? That would be B), about 0.211 eV below the next structure.

***

A) Here is a single C4H5FS molecule from the OMol25 dataset. Energies are from ωB97M-V with the def2-TZVPD basis set.

ORCA input file:
```
! RIJCOSX wB97M-V def2-TZVPD def2/J DEFGRID3
* xyz 0 1
C -1.628 -0.611 0.032
C -0.517 0.437 -0.043
F -0.829 1.643 0.046
C 0.752 -0.135 -0.148
C 1.899 0.724 -0.001
S 3.419 0.162 0.046
H -2.504 -0.716 -0.707
H -2.062 -0.376 0.892
H -1.023 -1.611 0.391
H 0.672 -1.294 -0.246
H 1.821 1.776 -0.261
*
```

E_HOMO (Ha): -0.3104
LUMO energy (eV): -0.472

***

B) Here is a single C4H5FS molecule from the OMol25 dataset. Energies are from ωB97M-V with the def2-TZVPD basis set.

ORCA input file:
```
! RIJCOSX wB97M-V def2-TZVPD def2/J DEFGRID3
* xyz 0 1
F 1.676 -0.426 -1.034
C 0.889 -0.194 0.075
C 0.200 1.138 -0.034
C -1.051 1.026 -0.325
S -1.733 -0.528 -0.561
C -0.226 -1.251 0.236
H 1.609 -0.225 1.021
H 0.621 2.091 0.125
H -1.669 1.917 -0.536
H -0.321 -1.375 1.321
H 0.005 -2.173 -0.288
*
```

E_HOMO (Ha): -0.3169
LUMO energy (eV): 0.899

***

C) Here is a molecular structure, C4H5FS from the OMol25 dataset. Energies are from ωB97M-V with the def2-TZVPD basis set.

ORCA input file:
```
! RIJCOSX wB97M-V def2-TZVPD def2/J DEFGRID3
* xyz 0 1
C 0.805 -0.036 -0.443
C -0.088 -1.095 0.210
C -1.141 0.026 0.202
C 0.012 1.058 0.200
H 0.764 0.127 -1.597
H -0.222 -2.031 -0.291
H 0.080 -1.014 1.210
H 0.438 1.150 1.224
H -0.122 1.990 -0.394
F 2.175 -0.122 -0.133
S -2.701 -0.053 -0.188
*
```

E_HOMO (Ha): -0.3238
LUMO energy (eV): -0.249

***

So which one is most stable? That would be B), about 1.145 eV below the next structure.